Entry from the OMol25 dataset: a molecular structure, C13H12LuN4OS2Se (ωB97M-V with the def2-TZVPD basis set).

Properties
charge = +1
frontier orbital gap = 7.21 eV
multiplicity = 1
ΔE to the lowest compared entry with this formula, charge and spin = 3.3 kcal per mole
HOMO energy = -10.77 eV
strongest force on any atom = 3.4 eV Å⁻¹

Positions of all 34 atoms, in Å:
1 Lu 11.183 4.089 7.674
2 N 14.193 4.519 9.645
3 C 14.471 4.232 8.330
4 C 15.761 3.846 7.892
5 C 16.037 3.690 6.543
6 C 15.080 4.215 5.587
7 C 13.831 4.443 6.109
8 N 13.506 4.334 7.416
9 C 13.074 4.234 10.475
10 C 13.333 4.275 11.908
11 C 12.302 3.821 12.721
12 C 11.166 3.113 12.175
13 C 10.982 3.108 10.814
14 N 11.914 3.733 9.972
15 H 15.089 4.610 10.207
16 H 16.512 3.775 8.648
17 H 16.977 3.266 6.197
18 H 15.178 4.288 4.545
19 H 13.011 4.788 5.443
20 H 14.192 4.829 12.329
21 H 12.325 3.954 13.809
22 H 10.326 2.840 12.808
23 H 10.107 2.667 10.385
24 C 7.662 3.739 4.160
25 O 8.779 3.073 4.697
26 C 9.816 3.566 5.326
27 S 11.084 2.385 5.747
28 S 9.932 5.175 5.767
29 H 7.542 4.813 4.403
30 H 6.788 3.274 4.500
31 H 7.670 3.761 3.029
32 Se 6.457 3.724 8.577
33 C 8.166 3.444 8.673
34 N 9.367 3.508 8.620